*1*
Computed, not measured: a 2-piece molecular cluster, C4H9NO overall, with the ωB97M-V functional and the def2-TZVPD basis.

Its charge is 0. For the orbital gap, the calculation gives 6.22 eV. Its molar mass is 87.12 u. The HOMO energy comes out at -0.28807 Ha. Its LUMO energy is -1.6 eV.

Last columns: bonded neighbours and bond lengths (Å).
Atoms and positions in Å:
1 N -0.581 1.597 -0.586  C2 1.424, H6 1.008, H7 1.007
2 C -0.512 0.268 -0.080  N1 1.424, C3 1.424, C4 1.589, C5 1.520
3 C 0.488 0.078 0.917  C2 1.424, H8 1.087, H9 1.079, H13 1.261
4 C -1.878 -0.470 0.259  C2 1.589, C5 1.444, H10 1.084, H11 1.094
5 C -1.130 -0.838 -0.921  C2 1.520, C4 1.444, H12 1.084
6 H -0.650 1.461 -1.583  N1 1.008
7 H 0.193 2.165 -0.284  N1 1.007
8 H 0.273 -0.703 1.641  C3 1.087
9 H 0.913 0.940 1.408  C3 1.079
10 H -2.527 0.378 0.445  C4 1.084
11 H -2.267 -1.349 0.781  C4 1.094
12 H -0.285 -1.426 -1.259  C5 1.084
13 H 1.485 -0.385 0.300  C3 1.261
14 H 2.844 -1.501 0.536  O15 0.966
15 O 2.776 -0.616 0.156  H14 0.966

Mulliken atomic charge list, values in e, 4 entries: -0.633, 0.830, -1.191, -0.461

=====

*2*
Computed, not measured: a 2-piece molecular cluster, C4H9NO overall, with the ωB97M-V functional and the def2-TZVPD basis.

Its charge is 0. Its structure (SMILES) is C=CO.C=NC. For the orbital gap, the calculation gives 10.60 eV. Its molar mass is 87.12 u. The HOMO energy comes out at -0.35057 Ha. Its LUMO energy is 1.1 eV.

Last columns: bonded neighbours and bond lengths (Å).
Atoms and positions in Å:
1 C 1.342 -0.803 1.586  N3 1.463, H4 1.096, H5 1.083, H6 1.100
2 C 0.296 -2.525 0.473  N3 1.259, H7 1.087, H8 1.089
3 N 1.088 -1.553 0.356  C1 1.463, C2 1.259
4 H 0.917 -1.248 2.493  C1 1.096
5 H 2.399 -0.604 1.710  C1 1.083
6 H 0.800 0.152 1.533  C1 1.100
7 H 0.154 -3.180 -0.383  C2 1.087
8 H -0.368 -2.725 1.314  C2 1.089
9 C -0.993 2.707 -1.312  C10 1.324, H12 1.076, H13 1.079
10 C -1.095 1.434 -1.660  C9 1.324, O11 1.377, H14 1.086
11 O -1.270 0.421 -0.744  C10 1.377, H15 0.969
12 H -0.611 3.411 -2.030  C9 1.076
13 H -1.242 2.974 -0.296  C9 1.079
14 H -1.018 1.183 -2.714  C10 1.086
15 H -0.399 0.356 -0.324  O11 0.969

Mulliken atomic charge list, values in e, 4 entries: -0.620, -0.176, -0.434, 0.284

=====

Which structure wins on stability? *2* wins.

=====

*1*
Computed, not measured: one molecule with the formula C4H9NO, with the ωB97M-V functional and the def2-TZVPD basis.

Its charge is 0. Its structure (SMILES) is C[C@@H]1N[C@H]1CO. For the orbital gap, the calculation gives 10.29 eV. Its molar mass is 87.12 u. The HOMO energy comes out at -0.34505 Ha. Its LUMO energy is 0.9 eV.

Last columns: bonded neighbours and bond lengths (Å).
Atoms and positions in Å:
1 C 0.432 -0.535 -1.909  C2 1.483, H5 1.162, H6 1.154, H7 1.197
2 C 0.500 -0.556 -0.428  C1 1.483, C3 1.456, H8 1.113, N14 1.473
3 C -0.531 0.033 0.416  C2 1.456, C4 1.506, H10 1.106, N14 1.407
4 C -0.193 0.702 1.722  C3 1.506, H11 1.112, H12 1.143, O15 1.416
5 H 1.288 0.139 -2.315  C1 1.162
6 H 0.590 -1.581 -2.370  C1 1.154
7 H -0.620 -0.167 -2.344  C1 1.197
8 H 1.493 -0.422 0.057  C2 1.113
9 H -1.091 -1.832 -0.137  N14 0.994
10 H -1.433 0.446 -0.071  C3 1.106
11 H 0.785 0.289 2.052  C4 1.112
12 H -1.007 0.363 2.450  C4 1.143
13 H 0.427 2.378 0.886  O15 1.001
14 N -0.400 -1.368 0.408  C2 1.473, C3 1.407, H9 0.994
15 O -0.239 2.111 1.584  C4 1.416, H13 1.001

Mulliken atomic charge list, values in e, 4 entries: -1.087, 0.201, -0.042, -0.478

=====

*2*
Computed, not measured: a 2-piece molecular cluster, C4H9NO overall, with the ωB97M-V functional and the def2-TZVPD basis.

Its charge is 0. For the orbital gap (spin up / spin down), the calculation gives 7.51 / 8.48 eV. Its molar mass is 87.12 u. The HOMO energy (spin up / spin down) comes out at -0.26301 / -0.28127 Ha. Its LUMO energy (spin up / spin down) is 0.4 / 0.8 eV.

Last columns: bonded neighbours and bond lengths (Å).
Atoms and positions in Å:
1 C -1.759 -0.611 0.185  N5 1.296, O6 1.233
2 C 1.466 -0.628 1.007  C4 1.515, H7 1.038, H8 1.061, H9 1.208
3 C 0.811 1.408 -0.397  C4 1.494, H10 1.083, H11 1.051, H12 1.058
4 C 1.141 -0.048 -0.354  C2 1.515, C3 1.494, H13 1.064
5 N -2.469 -0.657 -0.898  C1 1.296, H14 1.034, H15 0.954
6 O -1.894 -0.733 1.405  C1 1.233
7 H 0.908 -0.217 1.779  C2 1.038
8 H 2.489 -0.613 1.288  C2 1.061
9 H 0.944 -1.718 0.988  C2 1.208
10 H 0.503 1.806 -1.356  C3 1.083
11 H 0.274 1.747 0.440  C3 1.051
12 H 1.712 1.865 -0.082  C3 1.058
13 H 1.355 -0.564 -1.260  C4 1.064
14 H -2.059 -0.398 -1.811  N5 1.034
15 H -3.422 -0.640 -0.934  N5 0.954

Mulliken atomic charge list, values in e, 4 entries: 0.331, -0.988, -1.190, -0.203

=====

Which structure wins on stability? *1* wins.